Molecular formula: C50H77N5O32P4
Method: DFT, ωB97M-V/def2-TZVPD

As for the SMILES: O=[N+]([O-])c1ccccc1.O=[N+]([O-])c1ccccc1.O=[N+]([O-])c1ccccc1.O=[N+]([O-])c1ccccc1.O=[N+]([O-])c1ccccc1.COP(=O)(OC)OC.COP(=O)(OC)OC.COP(=O)(OC)OC.COP(=O)(OC)OC.CCOC(=O)OC.CCOC(=O)OC. Its total energy is -5998.2163 Ha. The net charge is 0. Its LUMO energy is -0.793 eV. The orbital gap is 8.96 eV.

Bonds (Å) are listed after each position.
Geometry (Å):
1 O 0.9089 -31.2237 11.9345  N2 1.216
2 N -0.0263 -31.8860 11.5264  O1 1.216, O3 1.209, C4 1.460
3 O -0.8262 -32.4760 12.2152  N2 1.209
4 C -0.2161 -31.8985 10.0788  N2 1.460, C5 1.399, C9 1.378
5 C -1.4790 -32.2408 9.5839  C4 1.399, C6 1.392, H10 1.082
6 C -1.7992 -32.1061 8.2362  C5 1.392, C7 1.390, H11 1.080
7 C -0.7716 -31.7392 7.3758  C6 1.390, C8 1.373, H12 1.085
8 C 0.5004 -31.5028 7.8354  C7 1.373, C9 1.397, H13 1.081
9 C 0.7940 -31.5762 9.1991  C4 1.378, C8 1.397, H14 1.082
10 H -2.3271 -32.5325 10.1895  C5 1.082
11 H -2.7531 -32.4375 7.8547  C6 1.080
12 H -0.9828 -31.5114 6.3362  C7 1.085
13 H 1.2884 -31.1697 7.1738  C8 1.081
14 H 1.8176 -31.3800 9.4879  C9 1.082
15 O 7.1319 -33.5078 15.3901  N16 1.227
16 N 6.0415 -32.9618 15.2521  O15 1.227, O17 1.213, C18 1.448
17 O 5.2150 -32.9347 16.1396  N16 1.213
18 C 5.7772 -32.4509 13.9231  N16 1.448, C19 1.377, C23 1.380
19 C 6.7164 -32.3578 12.9205  C18 1.377, C20 1.388, H24 1.083
20 C 6.4089 -31.8915 11.6503  C19 1.388, C21 1.406, H25 1.080
21 C 5.1401 -31.3283 11.4275  C20 1.406, C22 1.389, H26 1.084
22 C 4.1864 -31.3656 12.4363  C21 1.389, C23 1.391, H27 1.080
23 C 4.5096 -31.9827 13.6407  C18 1.380, C22 1.391, H28 1.084
24 H 7.7337 -32.6886 13.0871  C19 1.083
25 H 7.1670 -31.8512 10.8821  C20 1.080
26 H 4.8169 -30.9114 10.4803  C21 1.084
27 H 3.2527 -30.8540 12.2556  C22 1.080
28 H 3.7717 -32.0121 14.4342  C23 1.084
29 O 6.1443 -36.4148 9.2822  N30 1.220
30 N 5.8263 -37.1627 10.1918  O29 1.220, O31 1.212, C32 1.440
31 O 5.0764 -38.0970 10.0110  N30 1.212
32 C 6.4768 -37.0395 11.4710  N30 1.440, C33 1.385, C37 1.406
33 C 6.3322 -38.0546 12.4016  C32 1.385, C34 1.377, H38 1.081
34 C 6.7848 -37.8692 13.6893  C33 1.377, C35 1.393, H39 1.082
35 C 7.5218 -36.7386 14.0359  C34 1.393, C36 1.397, H40 1.081
36 C 7.7040 -35.7277 13.0895  C35 1.397, C37 1.379, H41 1.080
37 C 7.1771 -35.8724 11.8234  C32 1.406, C36 1.379, H42 1.083
38 H 5.8712 -38.9924 12.1237  C33 1.081
39 H 6.6983 -38.6591 14.4229  C34 1.082
40 H 7.9240 -36.7500 15.0392  C35 1.081
41 H 8.3100 -34.8684 13.3352  C36 1.080
42 H 7.2393 -35.1003 11.0667  C37 1.083
43 O 3.3148 -27.5926 15.1024  N44 1.208
44 N 2.4394 -28.2970 14.6597  O43 1.208, O45 1.218, C46 1.442
45 O 2.5859 -29.4906 14.4662  N44 1.218
46 C 1.1516 -27.7260 14.3518  N44 1.442, C47 1.390, C51 1.382
47 C 0.9813 -26.3557 14.1906  C46 1.390, C48 1.379, H52 1.079
48 C -0.2903 -25.9059 13.9035  C47 1.379, C49 1.386, H53 1.084
49 C -1.3668 -26.7592 13.7217  C48 1.386, C50 1.400, H54 1.080
50 C -1.1716 -28.1205 13.9867  C49 1.400, C51 1.394, H55 1.082
51 C 0.1148 -28.6221 14.1758  C46 1.382, C50 1.394, H56 1.081
52 H 1.8037 -25.6596 14.2463  C47 1.079
53 H -0.4672 -24.8569 13.6939  C48 1.084
54 H -2.3257 -26.3978 13.3801  C49 1.080
55 H -2.0001 -28.8134 13.9194  C50 1.082
56 H 0.2676 -29.6919 14.1996  C51 1.081
57 O 4.2354 -35.4163 14.3135  N58 1.214
58 N 3.5831 -36.1502 13.5992  O57 1.214, O59 1.216, C60 1.470
59 O 3.3019 -37.3041 13.8594  N58 1.216
60 C 3.0521 -35.5930 12.3472  N58 1.470, C61 1.396, C65 1.371
61 C 1.7868 -35.9580 11.8851  C60 1.396, C62 1.369, H66 1.083
62 C 1.2844 -35.3726 10.7544  C61 1.369, C63 1.397, H67 1.081
63 C 2.0652 -34.4596 10.0411  C62 1.397, C64 1.380, H68 1.082
64 C 3.3596 -34.1518 10.4088  C63 1.380, C65 1.396, H69 1.078
65 C 3.7918 -34.6971 11.6193  C60 1.371, C64 1.396, H70 1.086
66 H 1.1930 -36.6853 12.4250  C61 1.083
67 H 0.3273 -35.6783 10.3545  C62 1.081
68 H 1.6159 -33.9451 9.2017  C63 1.082
69 H 4.0170 -33.4471 9.9266  C64 1.078
70 H 4.7620 -34.3672 11.9785  C65 1.086
71 C 7.1372 -32.7310 5.4443  O72 1.421, H79 1.091, H80 1.091, H81 1.088
72 O 5.8990 -32.1510 5.8313  C71 1.421, P73 1.596
73 P 5.3614 -32.3503 7.3211  O72 1.596, O74 1.470, O75 1.601, O77 1.600
74 O 4.0122 -31.8507 7.6232  P73 1.470
75 O 5.4657 -33.9274 7.5749  P73 1.601, C76 1.415
76 C 4.9611 -34.9433 6.7296  O75 1.415, H82 1.086, H83 1.092, H84 1.093
77 O 6.5103 -31.7355 8.2490  P73 1.600, C78 1.423
78 C 6.8775 -30.3749 8.0498  O77 1.423, H85 1.092, H86 1.092, H87 1.089
79 H 7.4767 -33.5189 6.1188  C71 1.091
80 H 7.9164 -31.9673 5.4269  C71 1.091
81 H 7.0888 -33.1667 4.4480  C71 1.088
82 H 4.3876 -35.6625 7.3070  C76 1.086
83 H 5.8129 -35.4509 6.2718  C76 1.092
84 H 4.3603 -34.5691 5.8970  C76 1.093
85 H 7.9482 -30.2317 7.8904  C78 1.092
86 H 6.6935 -29.7918 8.9544  C78 1.092
87 H 6.3447 -29.9377 7.2061  C78 1.089
88 C 6.0018 -35.3236 18.1924  O89 1.432, H96 1.088, H97 1.089, H98 1.090
89 O 5.5684 -36.2093 19.2312  C88 1.432, P90 1.587
90 P 4.2047 -35.9431 19.9971  O89 1.587, O91 1.476, O92 1.585, O94 1.595
91 O 4.1760 -34.6581 20.7223  P90 1.476
92 O 3.0195 -36.1033 18.9569  P90 1.585, C93 1.436
93 C 2.2665 -34.9571 18.5303  O92 1.436, H99 1.089, H100 1.089, H101 1.089
94 O 3.9815 -37.2133 20.9354  P90 1.595, C95 1.432
95 C 4.7307 -37.2277 22.1558  O94 1.432, H102 1.090, H103 1.088, H104 1.091
96 H 5.5267 -34.3447 18.1701  C88 1.088
97 H 5.9509 -35.7756 17.2031  C88 1.089
98 H 7.0531 -35.1386 18.4144  C88 1.090
99 H 1.2325 -35.2934 18.4727  C93 1.089
100 H 2.5542 -34.5542 17.5609  C93 1.089
101 H 2.3113 -34.1739 19.2858  C93 1.089
102 H 5.7512 -36.8466 22.1131  C95 1.090
103 H 4.7995 -38.2460 22.5337  C95 1.088
104 H 4.1511 -36.6255 22.8565  C95 1.091
105 C 1.8468 -33.4101 15.1064  O106 1.406, H113 1.094, H114 1.096, H115 1.093
106 O 1.0799 -33.6033 16.2689  C105 1.406, P107 1.601
107 P 0.1723 -34.8829 16.5904  O106 1.601, O108 1.453, O109 1.617, O111 1.609
108 O -0.7109 -34.6960 17.7287  P107 1.453
109 O -0.5751 -35.1647 15.1846  P107 1.617, C110 1.412
110 C -1.7354 -34.4115 14.9037  O109 1.412, H116 1.095, H117 1.093, H118 1.090
111 O 1.3330 -35.9945 16.6662  P107 1.609, C112 1.435
112 C 1.0643 -37.3719 16.9675  O111 1.435, H119 1.092, H120 1.088, H121 1.087
113 H 2.9154 -33.3399 15.3284  C105 1.094
114 H 1.5679 -32.4429 14.6735  C105 1.096
115 H 1.6545 -34.1532 14.3286  C105 1.093
116 H -1.9006 -33.5337 15.5364  C110 1.095
117 H -2.6222 -35.0392 15.0192  C110 1.093
118 H -1.6912 -34.0181 13.8876  C110 1.090
119 H 1.6809 -37.6130 17.8353  C112 1.092
120 H 1.4626 -37.9551 16.1394  C112 1.088
121 H 0.0291 -37.5951 17.2145  C112 1.087
122 C 0.0019 -32.0744 20.0347  O123 1.423, H130 1.093, H131 1.089, H132 1.089
123 O 0.1529 -30.7330 19.5834  C122 1.423, P124 1.591
124 P 0.9284 -30.3209 18.2562  O123 1.591, O125 1.472, O126 1.588, O128 1.578
125 O 1.1584 -28.8768 18.0910  P124 1.472
126 O 2.2447 -31.2048 18.3385  P124 1.588, C127 1.450
127 C 3.4013 -30.8293 17.5494  O126 1.450, H133 1.088, H134 1.090, H135 1.086
128 O 0.0556 -31.0139 17.1384  P124 1.578, C129 1.426
129 C -1.2499 -30.5452 16.8084  O128 1.426, H136 1.094, H137 1.093, H138 1.090
130 H -0.1318 -32.7755 19.2063  C122 1.093
131 H -0.9210 -32.0755 20.6125  C122 1.089
132 H 0.8624 -32.3999 20.6179  C122 1.089
133 H 3.2165 -29.9191 16.9820  C127 1.088
134 H 3.5278 -31.6519 16.8451  C127 1.090
135 H 4.2831 -30.7311 18.1757  C127 1.086
136 H -1.9957 -31.1679 17.3112  C129 1.094
137 H -1.3108 -30.7730 15.7411  C129 1.093
138 H -1.3876 -29.4874 17.0307  C129 1.090
139 C 6.7591 -32.6446 20.2303  C140 1.507, H146 1.089, H147 1.089, H148 1.092
140 C 7.3676 -32.1204 18.9556  C139 1.507, O141 1.442, H149 1.091, H150 1.092
141 O 6.5868 -31.0212 18.4449  C140 1.442, C142 1.341
142 C 7.0049 -30.2916 17.4001  O141 1.341, O143 1.202, O144 1.334
143 O 7.8500 -30.5872 16.5984  C142 1.202
144 O 6.1587 -29.2609 17.3829  C142 1.334, C145 1.421
145 C 6.1474 -28.3388 16.3018  O144 1.421, H151 1.091, H152 1.085, H153 1.089
146 H 5.7478 -32.9674 19.9888  C139 1.089
147 H 6.7822 -31.9641 21.0800  C139 1.089
148 H 7.2877 -33.5298 20.5903  C139 1.092
149 H 7.3662 -32.8933 18.1863  C140 1.091
150 H 8.3857 -31.7370 19.0474  C140 1.092
151 H 7.0320 -27.7011 16.2763  C145 1.091
152 H 5.3010 -27.6876 16.4939  C145 1.085
153 H 5.9914 -28.8060 15.3310  C145 1.089
154 C 2.9545 -28.1281 10.5684  C155 1.519, H161 1.088, H162 1.093, H163 1.092
155 C 3.4248 -26.6875 10.4715  C154 1.519, O156 1.425, H164 1.092, H165 1.091
156 O 3.3913 -26.0440 11.7426  C155 1.425, C157 1.330
157 C 4.5381 -25.5656 12.2160  O156 1.330, O158 1.201, O159 1.319
158 O 5.5472 -25.3334 11.6079  C157 1.201
159 O 4.4208 -25.5037 13.5286  C157 1.319, C160 1.417
160 C 5.4360 -24.8780 14.2941  O159 1.417, H166 1.090, H167 1.087, H168 1.095
161 H 3.4639 -28.7464 11.3044  C154 1.088
162 H 3.0687 -28.5212 9.5554  C154 1.093
163 H 1.8881 -28.1318 10.8056  C154 1.092
164 H 2.7916 -26.1625 9.7530  C155 1.092
165 H 4.4109 -26.6257 10.0080  C155 1.091
166 H 5.1841 -24.8966 15.3546  C160 1.090
167 H 5.6771 -23.8511 14.0330  C160 1.087
168 H 6.2840 -25.5681 14.2373  C160 1.095